A molecular structure, C42H40AsO3PdS3, computed with ωB97M-V with the def2-TZVPD basis set.

```
! RIJCOSX wB97M-V def2-TZVPD def2/J DEFGRID3
* xyz 3 5
Pd 1.1721 0.8142 -0.3141
S 3.5457 -0.0703 -0.9370
C 3.9915 -1.6501 -0.4764
C 5.3788 -1.9132 -0.4086
C 5.8468 -3.1436 0.0168
C 4.9529 -4.1429 0.3647
C 3.5685 -3.9208 0.2762
C 3.0915 -2.6985 -0.1358
As 1.2182 -2.4154 -0.3837
C 0.9017 -2.3296 -2.2639
C 0.1564 -1.3114 -2.8485
C -0.0141 -1.2976 -4.2259
C 0.5501 -2.2947 -5.0080
C 1.2875 -3.3130 -4.4213
C 1.4706 -3.3321 -3.0467
C 0.1660 -3.7780 0.4244
C 0.2124 -3.9294 1.8101
C -0.5945 -4.8789 2.4146
C -1.4418 -5.6644 1.6418
C -1.4913 -5.5061 0.2650
C -0.6868 -4.5574 -0.3535
H 6.0701 -1.1269 -0.6793
H 6.9106 -3.3226 0.0745
H 5.3179 -5.1049 0.6971
H 2.8853 -4.7240 0.5277
H -0.2976 -0.5285 -2.2498
H -0.5877 -0.5077 -4.6910
H 0.4179 -2.2769 -6.0807
H 1.7248 -4.0884 -5.0331
H 2.0608 -4.1244 -2.5997
H 0.8759 -3.3180 2.4132
H -0.5506 -5.0208 3.4854
H -2.0554 -6.4171 2.1164
H -2.1425 -6.1303 -0.3308
H -0.7175 -4.4405 -1.4302
O -0.6569 1.6884 -1.0113
S -1.4026 3.0229 -0.8133
C -3.1238 2.6538 -1.2738
C -4.0076 1.7719 -0.3660
C -4.1562 0.3023 -0.7783
C -2.9253 -0.5782 -0.6067
S -2.2770 -0.6165 1.0857
O 0.8237 -0.9876 0.4601
C -3.2527 -1.6738 1.9927
C -4.3628 -2.4102 1.5129
C -5.0732 -3.2019 2.3789
C -4.7014 -3.2892 3.7269
C -3.5998 -2.5831 4.2124
C -2.8771 -1.7855 3.3614
C -1.5700 3.3288 0.9379
C -0.7588 2.6900 1.8636
C -0.8640 3.0281 3.2078
C -1.7637 4.0010 3.6110
C -2.5569 4.6504 2.6733
C -2.4616 4.3233 1.3322
H -3.0235 2.2491 -2.2844
H -3.5563 3.6488 -1.4060
H -5.0084 2.2067 -0.4134
H -3.7042 1.8631 0.6772
H -4.4375 0.2512 -1.8330
H -4.9860 -0.1382 -0.2234
H -2.0893 -0.2020 -1.1904
H -3.1143 -1.6084 -0.9116
H -4.6558 -2.3518 0.4753
H -5.9284 -3.7597 2.0255
H -5.2772 -3.9117 4.3980
H -3.3253 -2.6609 5.2541
H -2.0246 -1.2224 3.7180
H -0.0285 1.9463 1.5570
H -0.2262 2.5430 3.9337
H -1.8385 4.2681 4.6551
H -3.2453 5.4223 2.9857
H -3.0669 4.8545 0.6102
C 2.6171 2.9092 -2.5975
C 2.6104 3.4105 -1.1896
O 2.0788 2.7285 -0.2856
C 3.2152 4.6944 -0.8575
C 3.3006 5.0914 0.4847
C 3.8725 6.3049 0.8101
C 4.3573 7.1353 -0.1956
C 4.2785 6.7541 -1.5288
C 3.7137 5.5357 -1.8619
H 2.1254 1.9370 -2.6720
H 3.6413 2.8315 -2.9653
H 2.0957 3.6154 -3.2465
H 2.9267 4.4368 1.2587
H 3.9492 6.6094 1.8435
H 4.8034 8.0856 0.0634
H 4.6600 7.4042 -2.3025
H 3.6639 5.2478 -2.9025
*
```

The value obtained for the total energy is -5407.39096 hartree. The expectation value of S² is 6.059.

5 unconnected molecules or ions with the total composition C42H40BF32N4O8PS at a distorted geometry, computed with ωB97M-V with the def2-TZVPD basis set.

```
! RIJCOSX wB97M-V def2-TZVPD def2/J DEFGRID3
* xyz 0 1
C 3.7543 3.7777 -4.2906
C 3.5802 2.3271 -3.6262
O 2.4069 2.3208 -2.7603
B 1.6198 1.1142 -2.9590
O 1.9284 -0.0166 -2.0919
C 0.4261 1.0739 -4.0915
C -1.0313 1.6571 -3.8100
C -1.3838 2.3473 -2.3959
C -2.2503 1.3514 -1.4892
O -2.8303 0.3579 -2.0260
C -2.4333 1.6206 0.0682
C -1.2600 1.6060 1.1064
C -1.5643 1.8378 2.6161
C -3.0192 2.0776 3.1794
C -4.1880 2.1200 2.1327
C -3.8707 1.8856 0.6189
C -2.0827 1.5158 -4.9632
C -3.5693 2.0466 -4.6950
C -4.0688 3.1907 -5.7125
C -4.6606 4.5057 -4.9739
N -3.5984 5.5594 -5.0440
C -1.7317 0.8726 -6.3703
N -2.7853 0.8465 -7.3471
C -2.3565 0.2902 -8.5905
P -3.6559 0.2525 -9.9897
O -4.0196 -1.1971 -10.3668
C -0.9206 -0.2631 -8.8196
N 0.1417 -0.3010 -7.8683
C -0.3170 0.3087 -6.6486
C 0.7356 0.4097 -5.4640
N 2.1063 -0.1574 -5.7079
C 2.1363 -1.4073 -5.2989
S 2.0795 -2.6880 -4.2173
H 3.4196 4.5631 -3.5248
H 4.8745 3.9673 -4.5094
H 3.1079 3.9072 -5.2421
H 4.5044 2.0506 -2.9994
H 3.5253 1.5678 -4.4880
H 1.6629 0.2757 -1.1817
H -0.4783 2.8103 -1.8746
H -2.0872 3.2317 -2.6619
H -0.2169 1.4118 0.6931
H -0.7068 1.8339 3.3675
H -3.1979 2.2490 4.3019
H -5.2388 2.3120 2.5347
H -4.7542 1.8905 -0.1032
H -4.2677 1.1306 -4.8275
H -3.7492 2.4190 -3.6298
H -4.9589 2.7387 -6.3038
H -3.2841 3.4459 -6.5251
H -4.9961 4.2625 -3.8910
H -5.6266 4.7896 -5.5414
H -4.0442 6.4495 -4.7752
H -3.3074 5.5787 -6.0410
H -3.2101 0.9898 -11.1486
H -4.8530 0.9070 -9.4889
H -0.6963 -0.7139 -9.8594
C 1.8863 -7.6961 -3.2169
C 2.1483 -6.7203 -2.0508
C 3.1317 -5.5846 -2.3349
F 4.3609 -6.0294 -2.6530
F 3.2839 -4.8027 -1.2354
F 2.5244 -7.4299 -0.9589
F 0.9462 -6.1539 -1.7313
O 2.6212 -8.9281 -3.2151
C 3.9204 -8.9058 -3.7732
C 5.0122 -9.2023 -2.7386
F 4.9847 -8.3232 -1.7134
F 6.2450 -9.1098 -3.2969
F 4.1113 -7.7404 -4.4216
F 3.9327 -9.8671 -4.7261
H 0.8443 -8.0144 -3.1146
H 1.9269 -7.2011 -4.1910
H 2.7714 -4.9485 -3.1474
H 4.8955 -10.2063 -2.3248
C -6.6467 4.8320 7.9446
C -6.1020 4.1858 6.6538
C -5.4504 2.8120 6.8149
F -4.3791 2.8369 7.6274
F -5.0057 2.3558 5.6138
F -5.2600 5.0567 6.0469
F -7.1637 4.0409 5.8049
O -5.8094 5.7976 8.5942
C -4.8230 5.3052 9.4801
C -3.3977 5.6023 9.0001
F -3.1602 5.0767 7.7789
F -2.4823 5.0606 9.8412
F -5.0394 3.9950 9.7108
F -5.0381 5.9303 10.6610
H -7.5260 5.4099 7.6440
H -7.0339 4.0913 8.6496
H -6.1641 2.0819 7.2039
H -3.2208 6.6792 8.9446
C -1.0975 10.4072 5.1499
C -2.6293 10.2446 5.2407
C -3.2660 10.6219 6.5789
F -2.8114 9.8730 7.6011
F -4.6088 10.4286 6.5346
F -2.9596 8.9802 4.8827
F -3.1706 11.0564 4.2837
O -0.3032 9.2305 5.3539
C 0.0007 8.8814 6.6898
C -0.6187 7.5421 7.1050
F -1.9623 7.5477 6.9721
F -0.3576 7.2733 8.4084
F -0.3393 9.8954 7.5092
F 1.3494 8.7901 6.7528
H -0.8855 10.6882 4.1138
H -0.7325 11.2506 5.7423
H -3.0897 11.6744 6.8140
H -0.2229 6.7240 6.4980
C 7.4115 -10.8074 0.9541
C 8.1756 -11.4627 2.1233
C 9.4665 -12.1947 1.7545
F 9.2599 -13.2171 0.9043
F 10.0382 -12.7315 2.8624
F 7.3297 -12.2763 2.8009
F 8.5043 -10.4604 2.9920
O 6.3112 -11.5427 0.3990
C 6.6123 -12.5101 -0.5870
C 6.2749 -13.9375 -0.1403
F 6.9319 -14.2785 0.9879
F 6.6365 -14.8358 -1.0890
F 7.8928 -12.3686 -0.9776
F 5.8580 -12.1865 -1.6656
H 6.9423 -9.9091 1.3668
H 8.0824 -10.4330 0.1762
H 10.1905 -11.5104 1.3056
H 5.2034 -14.0441 0.0472
*
```

The value obtained for the total energy is -6405.09336 hartree.